# 1
Below is C25H68O15 as an isolated structure, with properties calculated with ωB97M-V/def2-TZVPD.

The geometry in XYZ format:
```
108
Properties=species:S:1:pos:R:3:forces:R:3:mulliken_charge:R:1
C -12.953 12.554 -30.420 0.63 -0.64 0.37 -0.6518
O -11.999 11.964 -29.572 0.41 -0.01 1.39 -0.4697
C -10.790 12.722 -29.565 -0.63 -0.82 0.43 -0.5767
C -10.765 14.107 -28.857 0.11 -0.29 -0.74 0.0054
O -10.910 14.116 -27.455 -1.15 -1.46 -0.26 -0.6683
C -10.023 14.999 -26.780 -9.60 4.55 -10.31 0.2074
H -13.881 11.988 -30.327 -0.02 0.24 0.10 0.2819
H -12.534 12.376 -31.410 -0.49 0.81 -0.60 0.3005
H -13.042 13.587 -30.085 -0.56 0.18 -0.77 0.2561
H -10.493 12.732 -30.614 0.33 1.00 -0.28 0.5834
H -10.041 12.076 -29.107 -1.12 0.05 -0.23 0.0599
H -11.480 14.794 -29.310 -0.19 0.10 -0.05 0.6267
H -9.785 14.499 -29.128 0.05 0.16 -0.12 -0.1520
H -10.071 14.946 -25.693 -5.31 3.94 -5.37 -0.9892
H -10.376 16.020 -26.923 1.23 -0.72 -2.25 1.0467
H -8.994 14.960 -27.139 -2.70 -1.53 -0.46 0.4932
C -9.478 14.244 -24.975 8.42 -9.11 8.71 0.2137
O -8.205 14.208 -24.301 0.79 -1.30 2.56 -0.5424
C -7.050 13.660 -25.017 -0.45 -0.08 1.98 1.0039
C -5.780 14.051 -24.240 -2.23 -2.25 0.79 0.1484
O -5.394 13.253 -23.096 0.40 -0.20 -0.61 -0.6254
C -6.282 13.305 -22.004 -0.82 -0.98 -0.64 -0.6110
H -9.390 14.380 -26.053 5.77 -4.34 2.59 -1.4030
H -10.154 14.963 -24.512 2.94 -2.78 2.12 0.0160
H -9.946 13.260 -25.013 -0.70 -0.18 0.49 0.1895
H -7.044 14.137 -25.997 0.26 -1.46 1.27 0.8839
H -7.059 12.570 -25.009 -0.30 0.26 -0.17 0.3069
H -5.989 15.049 -23.855 -0.35 -5.46 -0.86 -1.0302
H -5.021 14.018 -25.022 0.66 0.05 0.61 0.2677
H -7.150 12.677 -22.206 -0.49 0.17 -0.32 0.1777
H -6.665 14.307 -21.811 0.18 0.17 0.31 0.1854
H -5.885 12.786 -21.131 0.74 0.63 0.02 0.3720
C -7.264 14.944 -34.874 -0.29 0.06 0.50 -0.7902
O -7.264 15.269 -33.504 0.67 0.94 1.25 -0.2322
C -6.399 16.380 -33.091 -1.19 -1.95 0.11 -0.7076
C -6.665 16.860 -31.634 -0.10 0.10 -0.77 -0.3873
O -6.925 15.848 -30.694 0.69 -1.33 -0.89 -0.2417
C -7.202 16.275 -29.343 -2.98 1.44 -16.27 -0.9404
H -7.812 14.002 -34.914 -0.10 0.11 -0.30 0.2117
H -6.281 14.770 -35.312 0.29 0.15 0.12 0.3044
H -7.790 15.726 -35.422 -0.02 -0.02 -0.38 0.3125
H -6.573 17.194 -33.794 0.27 0.33 0.14 0.3929
H -5.375 16.010 -33.137 0.18 0.12 -0.23 0.3376
H -7.450 17.616 -31.625 -0.33 0.01 0.05 0.2906
H -5.723 17.372 -31.438 0.20 0.30 0.55 0.2583
H -7.548 15.454 -28.715 0.43 4.62 -3.14 -1.1301
H -8.054 16.956 -29.358 -0.59 -2.02 -5.34 0.9734
H -6.334 16.773 -28.910 2.73 0.72 -4.89 0.2348
C -7.236 14.102 -28.924 -0.61 -6.13 -1.32 1.0387
O -7.096 13.005 -27.981 -6.39 -1.15 -4.04 -0.5106
C -8.293 12.337 -27.591 -0.41 -0.09 -0.18 2.5168
C -7.944 11.096 -26.824 0.55 -1.90 -1.18 -0.9527
O -7.157 10.146 -27.632 0.38 0.92 1.61 -0.4534
C -7.797 9.496 -28.694 -0.11 0.51 -0.13 -0.5787
H -6.460 14.865 -28.974 1.57 -4.09 -0.16 -0.6508
H -8.071 14.746 -28.646 -2.53 -4.99 0.22 -1.5067
H -7.366 13.709 -29.932 -0.40 -0.01 0.06 0.6968
H -8.872 12.109 -28.485 0.92 -0.19 0.59 -0.0451
H -8.936 12.941 -26.951 0.20 0.04 -0.19 -0.9957
H -8.829 10.567 -26.469 -0.56 0.14 -0.31 0.6508
H -7.418 11.292 -25.890 0.46 -0.24 -0.72 0.0705
H -7.138 8.729 -29.101 0.07 -0.10 0.40 0.2574
H -7.941 10.190 -29.522 -0.45 0.13 -0.19 0.1787
H -8.740 9.056 -28.369 -0.20 -0.10 -0.16 0.2918
C -5.579 16.477 -24.044 3.75 5.46 -0.72 0.3038
O -4.343 17.146 -23.937 0.98 -0.22 0.77 -0.5286
C -4.064 18.111 -24.927 -0.20 0.07 -0.72 -1.0438
C -4.082 17.634 -26.406 0.28 -0.54 1.03 0.5231
O -3.296 16.452 -26.545 -0.46 0.08 -0.47 -0.3247
C -3.388 15.861 -27.860 -0.48 0.66 0.81 -0.7816
H -5.533 15.811 -24.905 0.33 1.59 0.00 0.0348
H -6.369 17.211 -24.209 2.09 1.32 0.84 0.4024
H -5.806 15.881 -23.159 0.97 2.22 1.25 0.2562
H -3.107 18.604 -24.758 0.14 -0.53 0.57 0.4368
H -4.811 18.896 -24.808 -0.30 0.38 -0.35 0.3873
H -3.690 18.425 -27.045 0.00 0.27 -0.07 0.6273
H -5.131 17.461 -26.648 0.26 0.11 -0.45 -0.2076
H -3.036 16.554 -28.624 0.49 0.01 -0.06 0.3837
H -4.436 15.674 -28.093 0.13 -0.22 -0.05 0.1064
H -2.862 14.906 -27.845 0.01 0.28 -0.02 0.2594
C -11.567 16.143 -25.179 -1.29 2.26 0.25 -0.6709
O -11.121 17.010 -26.208 -1.80 2.77 0.80 -0.4093
C -10.047 17.793 -25.804 0.83 1.98 -0.93 -0.2676
C -9.574 18.769 -26.943 -1.00 0.65 0.77 -1.1953
O -9.041 18.302 -28.124 1.01 -1.10 -1.07 -0.5337
C -7.864 17.482 -27.952 -2.57 5.94 6.08 -0.0840
H -10.699 15.674 -24.715 -3.21 3.30 -0.04 0.4843
H -12.290 15.455 -25.617 0.16 -0.02 0.26 0.1057
H -12.003 16.819 -24.443 -0.55 -0.28 0.41 0.4770
H -9.163 17.271 -25.438 -1.46 -0.55 -0.49 0.2692
H -10.314 18.423 -24.955 -0.32 0.34 0.14 0.6247
H -8.857 19.487 -26.545 0.24 0.02 0.78 0.4083
H -10.406 19.395 -27.264 -0.36 -0.16 0.18 0.5001
H -7.180 17.494 -28.800 -1.17 6.73 3.65 -0.0322
H -8.167 16.435 -27.932 -1.77 3.34 1.73 0.9002
H -7.270 17.727 -27.072 -0.69 0.80 0.96 1.2545
O -5.327 13.392 -27.255 8.40 0.14 2.46 -0.4854
H -5.243 12.443 -27.158 0.17 -0.19 -0.16 0.3735
H -6.269 13.544 -27.327 0.45 -0.86 1.49 -1.5274
O -7.620 16.351 -24.985 -2.12 2.34 2.75 -0.5806
H -7.315 16.307 -24.079 -1.54 -0.97 0.15 0.5396
H -7.767 17.284 -25.144 0.51 0.47 -0.22 0.4946
C -6.609 15.698 -27.308 4.56 -1.22 7.43 -0.7942
O -7.887 15.338 -26.831 6.56 -0.68 -3.59 1.5053
H -5.941 14.847 -27.439 -0.49 1.62 0.40 1.0918
H -6.708 16.276 -28.227 2.49 -2.54 8.08 -0.2315
H -6.030 16.172 -26.514 -0.63 0.09 -0.16 -0.9175
H -7.934 15.696 -25.941 -0.59 -0.10 1.01 -0.9346
```
Forces are in eV/Å.

Its multiplicity is 1. The energy comes out at -57684.5731 eV. The calculation puts the HOMO-LUMO gap at 6.0 eV. The strongest force on any atom is 16.6 eV Å⁻¹. The LUMO energy comes out at 0.234 eV. The molar mass is 608.80 g mol⁻¹. The value obtained for the HOMO energy is -5.7 eV.



# 2
Below is a 9-piece molecular cluster, C25H68O9 overall, with properties calculated with ωB97M-V/def2-TZVPD.

The geometry in XYZ format:
```
102
Properties=species:S:1:pos:R:3:forces:R:3:mulliken_charge:R:1
C 1.556 1.240 0.297 -1.03 0.54 0.89 -0.3056
O 0.488 0.580 1.033 0.72 -0.77 -1.03 0.0563
H 2.273 0.548 -0.071 0.37 -0.72 -0.60 0.1441
H 1.119 1.860 -0.474 0.05 -0.01 -0.55 -0.2449
H 2.095 1.898 0.955 0.12 0.33 0.57 0.3511
H 0.489 -0.336 0.616 -0.31 0.87 0.52 0.0205
C 1.695 2.940 4.618 -2.30 -0.14 1.27 -1.0016
C 1.459 1.445 4.882 0.45 1.15 1.06 0.4547
C 0.100 1.110 5.440 -1.68 1.36 0.36 -0.9474
O 1.642 0.750 3.723 1.10 -1.61 -1.39 -0.3322
H 2.588 3.217 4.107 0.69 -0.19 -0.34 0.3284
H 1.614 3.469 5.575 0.27 0.12 -0.15 0.4272
H 0.800 3.260 4.059 0.58 0.22 -0.06 0.0972
H 2.194 1.103 5.609 0.37 -0.20 -0.10 0.4071
H -0.256 1.834 6.254 0.64 -1.42 -0.74 0.3387
H -0.054 0.044 5.623 0.51 0.15 0.76 0.3447
H -0.631 1.236 4.638 -0.11 0.48 -0.29 -0.0238
H 1.096 1.071 3.004 -0.39 0.01 -0.27 0.0086
C 2.861 -4.084 -3.618 0.72 -0.36 0.60 -1.0943
C 3.518 -4.269 -2.248 0.72 -0.44 0.57 0.4688
C 5.058 -4.323 -2.212 0.39 -0.49 -0.05 -1.3074
O 3.040 -3.268 -1.391 -0.76 1.10 0.10 -0.2367
H 3.080 -3.040 -3.921 -0.40 -0.65 -0.22 0.2255
H 1.772 -4.270 -3.426 0.92 0.27 -0.77 0.2093
H 3.339 -4.834 -4.316 -0.88 0.92 0.49 0.4222
H 3.164 -5.222 -1.842 0.08 -0.26 -0.10 0.2311
H 5.292 -5.258 -2.738 0.46 0.10 0.24 0.4001
H 5.562 -4.311 -1.205 -1.10 -0.40 -0.64 0.2786
H 5.590 -3.526 -2.723 -0.41 0.34 -0.44 0.3216
H 3.225 -3.513 -0.481 0.49 -0.14 0.45 0.0661
C -1.566 -2.809 3.763 -1.04 -0.59 -0.91 -1.1062
C -2.907 -2.058 3.775 0.83 0.54 -0.70 0.4720
C -3.438 -1.753 2.380 0.50 0.64 0.60 -0.9811
O -3.931 -2.764 4.398 -0.62 -1.11 1.16 -0.5817
H -1.794 -3.701 3.162 0.21 -0.35 0.44 0.3867
H -1.252 -3.077 4.762 0.17 -0.10 0.14 0.3060
H -0.766 -2.362 3.178 0.01 0.64 0.30 0.1450
H -2.819 -1.142 4.376 0.05 -0.03 -0.30 0.1635
H -2.699 -1.275 1.756 0.12 0.59 -0.22 -0.0030
H -4.319 -1.145 2.574 -0.07 0.14 -0.63 0.3083
H -3.711 -2.653 1.855 -0.24 -0.55 -0.03 0.5159
H -4.148 -3.553 3.881 0.15 0.24 0.12 0.3703
C -0.595 4.769 -2.066 0.61 -0.26 0.21 -1.2394
C -0.680 3.629 -3.081 2.03 1.55 -0.62 0.5697
C 0.655 3.509 -3.861 -1.15 0.12 0.17 -1.4046
O -0.904 2.407 -2.499 -0.68 -1.73 2.56 0.0661
H 0.338 4.609 -1.430 -1.26 0.38 -0.62 0.2449
H -1.492 4.752 -1.466 -0.17 -0.09 0.60 0.2417
H -0.597 5.769 -2.521 0.39 -0.36 -0.11 0.4372
H -1.430 3.799 -3.804 -1.27 0.46 -0.76 0.2608
H 0.660 2.492 -4.253 0.33 0.14 -0.25 0.3394
H 1.410 3.630 -3.100 0.75 -0.04 -0.12 0.3404
H 0.740 4.262 -4.665 0.10 -0.36 0.42 0.3766
H -1.144 2.490 -1.531 0.08 0.09 -1.38 0.1275
C -3.590 1.809 -5.799 -0.39 -1.09 -0.80 -1.3757
C -3.580 0.913 -4.582 0.78 2.17 1.01 1.0386
C -4.808 0.106 -4.402 0.75 -2.04 -0.66 -1.2997
O -2.435 0.082 -4.527 0.00 -0.45 -0.70 -0.5779
H -4.542 2.352 -5.782 0.31 0.21 -0.23 0.3391
H -3.571 1.147 -6.687 -0.11 0.42 0.17 0.3494
H -2.726 2.463 -5.865 -0.02 0.18 0.18 0.3139
H -3.473 1.615 -3.728 -0.31 -0.29 -0.08 0.0165
H -5.017 -0.445 -5.336 0.07 0.01 0.28 0.2946
H -5.683 0.657 -4.179 -0.80 0.62 0.58 0.3912
H -4.505 -0.639 -3.643 -0.87 0.28 -0.12 0.2697
H -1.952 0.394 -3.771 0.69 0.14 0.47 0.1184
C 4.713 -1.599 1.416 -0.73 -1.38 1.26 -0.8612
C 4.043 -2.694 2.326 0.03 0.89 -1.51 0.2254
C 2.694 -2.209 2.924 1.18 0.20 -0.86 -0.7952
O 3.790 -3.815 1.419 1.46 1.31 -0.52 -0.6083
H 5.488 -2.023 0.770 -0.25 0.03 0.11 0.3103
H 5.156 -0.876 2.092 -0.02 0.45 -0.17 0.4335
H 3.881 -1.201 0.841 0.28 0.44 -0.29 -0.0600
H 4.750 -3.069 3.045 0.20 0.04 0.58 0.3614
H 2.379 -2.968 3.617 -0.55 -0.16 0.45 0.4405
H 2.055 -2.185 2.043 -0.55 -0.05 0.07 0.0424
H 2.632 -1.186 3.353 0.48 -0.79 -0.09 0.1894
H 3.027 -4.264 1.693 -1.69 -1.08 0.84 0.2609
C -1.380 -1.560 -1.508 -0.04 -1.77 -1.14 -1.2694
C 0.112 -1.844 -1.789 0.96 -0.04 0.11 0.9207
C 0.772 -0.827 -2.758 -1.82 0.89 1.80 -0.8614
O 0.777 -1.739 -0.511 -2.93 1.41 0.95 -0.2647
H -1.818 -2.358 -0.895 0.33 -0.10 -0.04 0.4181
H -1.967 -1.620 -2.470 0.60 0.61 0.95 0.3514
H -1.540 -0.679 -0.913 0.05 0.85 -0.25 0.0747
H 0.308 -2.903 -2.130 -0.55 1.08 0.05 -0.0310
H 0.183 -0.778 -3.641 -0.13 -0.29 -1.26 0.5226
H 1.804 -1.001 -2.906 1.01 -0.48 -0.38 0.3277
H 0.667 0.213 -2.355 0.08 -0.82 0.05 -0.2078
H 1.626 -2.091 -0.468 2.29 -1.22 -0.78 -0.0070
C -1.363 3.829 2.387 -0.48 -0.43 0.41 -0.4807
C -2.298 2.846 1.612 0.66 1.64 0.72 0.7876
C -3.573 3.569 1.238 -1.77 -1.45 -0.38 -1.6069
O -1.684 2.450 0.439 1.65 -1.96 -1.63 -0.3433
H -0.798 4.619 1.816 -1.31 -0.57 0.27 0.2394
H -0.576 3.249 2.838 0.30 -0.39 0.18 -0.4845
H -1.996 4.174 3.233 0.71 0.50 -0.45 0.3845
H -2.483 1.969 2.265 -0.17 0.41 -0.17 0.0593
H -3.483 4.333 0.491 0.75 0.59 -0.25 0.3093
H -4.078 3.997 2.097 0.06 0.08 0.25 0.4084
H -4.323 2.881 0.757 0.71 0.26 0.57 0.3534
H -0.992 1.729 0.583 -1.03 1.03 0.27 0.1181
```
Forces are in eV/Å.

Its multiplicity is 1. The energy comes out at -45453.4529 eV. The calculation puts the HOMO-LUMO gap at 10.5 eV. The strongest force on any atom is 3.4 eV Å⁻¹. The LUMO energy comes out at 0.631 eV. The molar mass is 512.81 g mol⁻¹. Its SMILES is CC(C)O.CC(C)O.CC(C)O.CC(C)O.CC(C)O.CC(C)O.CC(C)O.CC(C)O.CO. The value obtained for the HOMO energy is -9.9 eV. The relative energy (zero: lowest compared OMol25 entry of this formula, charge and spin) comes out at 1.719 eV.



Q: What is the strongest force on any atom in the second record?
A: 3.4 eV Å⁻¹